Entry 1:
Density functional theory data (wB97M-V/def2-TZVPD) for 14 unconnected molecules or ions with the total composition C61H161N11O18 in a non-equilibrium geometry.

The geometry in ORCA input format:
```
! wB97M-V def2-TZVPD RIJCOSX def2/J DEFGRID3
* xyz 0 1
C -1.106 -4.510 0.076
C 0.261 -4.743 0.677
C 0.442 -6.137 1.249
O 1.273 -4.572 -0.301
H -1.890 -4.563 0.845
H -1.407 -5.245 -0.669
H -1.187 -3.467 -0.246
H 0.386 -4.090 1.557
H -0.277 -6.276 2.062
H 1.442 -6.222 1.674
H 0.272 -6.937 0.528
H 1.265 -3.626 -0.559
C 4.819 1.034 4.318
C 6.165 0.605 3.780
C 6.024 -0.332 2.577
O 6.877 1.785 3.404
H 4.257 0.227 4.794
H 4.220 1.537 3.561
H 5.007 1.695 5.169
H 6.730 0.063 4.549
H 5.702 -1.317 2.917
H 7.005 -0.489 2.119
H 5.376 0.121 1.828
H 7.782 1.521 3.214
C 2.808 -2.359 -8.779
C 1.602 -2.426 -7.857
C 0.499 -1.461 -8.331
O 1.060 -3.754 -7.883
H 2.487 -2.318 -9.827
H 3.436 -3.240 -8.672
H 3.335 -1.408 -8.669
H 1.866 -2.146 -6.837
H 0.946 -0.460 -8.313
H -0.392 -1.421 -7.708
H 0.224 -1.685 -9.363
H 0.984 -3.987 -8.815
C 5.822 3.078 -8.778
O 5.689 2.221 -7.662
C 4.653 1.283 -7.731
C 3.252 1.864 -7.958
N 2.864 2.662 -6.793
C 1.586 3.333 -7.061
C 1.157 4.083 -5.802
O 1.742 5.371 -5.812
C 1.367 6.173 -4.726
H 6.084 2.443 -9.636
H 6.671 3.732 -8.594
H 4.943 3.673 -9.033
H 4.575 0.783 -6.762
H 4.857 0.515 -8.490
H 2.519 1.074 -8.124
H 3.344 2.419 -8.906
H 3.582 3.379 -6.717
H 0.813 2.587 -7.247
H 1.665 4.102 -7.836
H 1.452 3.591 -4.870
H 0.063 4.211 -5.802
H 1.967 7.082 -4.717
H 1.491 5.687 -3.752
H 0.325 6.495 -4.823
C 1.310 0.477 -4.492
O 0.524 -0.098 -3.490
C -0.647 0.632 -3.145
C -1.218 0.098 -1.847
N -0.355 0.341 -0.709
C -0.856 0.049 0.628
C 0.276 -0.020 1.637
O -0.172 -0.707 2.784
C 0.863 -1.276 3.546
H 1.482 1.548 -4.361
H 0.897 0.312 -5.500
H 2.283 -0.019 -4.518
H -1.346 0.592 -3.991
H -0.391 1.701 -3.095
H -1.492 -0.952 -1.977
H -2.164 0.642 -1.681
H 0.119 1.233 -0.760
H -1.421 -0.886 0.643
H -1.628 0.802 0.857
H 0.706 0.952 1.922
H 1.159 -0.504 1.201
H 0.504 -1.799 4.430
H 1.497 -0.480 3.971
H 1.520 -1.920 2.952
C 1.860 -8.879 5.165
O 2.122 -7.823 4.254
C 3.449 -7.300 4.280
C 3.996 -6.878 5.642
N 3.768 -5.466 5.987
C 4.862 -4.559 5.644
C 4.974 -4.219 4.165
O 3.691 -3.944 3.662
C 3.617 -3.858 2.249
H 1.941 -8.635 6.221
H 2.387 -9.753 4.764
H 0.802 -9.106 5.000
H 3.457 -6.487 3.559
H 4.085 -8.119 3.903
H 5.070 -7.073 5.658
H 3.561 -7.459 6.454
H 2.985 -5.078 5.471
H 5.825 -4.888 6.042
H 4.689 -3.630 6.201
H 5.436 -5.094 3.683
H 5.637 -3.363 3.991
H 3.923 -2.833 2.006
H 2.579 -3.995 1.946
H 4.225 -4.625 1.763
C 4.560 -1.010 7.705
O 3.277 -1.184 8.243
C 2.248 -1.056 7.282
C 0.922 -1.408 7.941
N -0.183 -1.092 7.043
C -1.417 -1.470 7.751
C -2.648 -0.982 7.009
O -2.625 0.441 6.927
C -3.585 0.881 5.997
H 4.669 -1.540 6.751
H 5.270 -1.447 8.407
H 4.819 0.042 7.540
H 2.355 -1.839 6.515
H 2.293 -0.055 6.842
H 0.885 -0.850 8.888
H 0.876 -2.475 8.152
H -0.344 -0.099 6.887
H -1.417 -1.148 8.798
H -1.537 -2.559 7.742
H -3.567 -1.277 7.529
H -2.639 -1.402 5.998
H -4.555 0.856 6.513
H -3.670 0.320 5.060
H -3.407 1.916 5.702
C -2.958 4.482 -5.350
C -3.205 3.181 -4.572
C -4.300 3.284 -3.523
O -4.066 4.375 -2.653
C -5.236 4.713 -1.934
N -3.533 2.104 -5.553
H -2.540 5.227 -4.665
H -3.853 4.992 -5.711
H -2.224 4.293 -6.129
H -2.300 2.782 -4.104
H -4.400 2.328 -3.004
H -5.252 3.449 -4.052
H -6.025 4.992 -2.635
H -5.049 5.516 -1.221
H -5.535 3.886 -1.280
H -4.224 2.539 -6.160
H -2.723 1.938 -6.138
C -1.547 5.794 -0.182
C -0.779 5.616 -1.515
C -0.405 4.156 -1.741
O 0.272 3.487 -0.697
C 1.363 4.198 -0.170
N -1.532 6.183 -2.631
H -1.191 5.175 0.644
H -2.520 5.325 -0.389
H -1.683 6.840 0.082
H 0.140 6.209 -1.443
H 0.224 4.158 -2.646
H -1.288 3.584 -2.035
H 2.127 4.509 -0.894
H 1.861 3.572 0.570
H 1.050 5.106 0.357
H -2.433 5.713 -2.719
H -1.792 7.117 -2.325
C -6.477 -1.506 5.165
C -6.409 -2.688 4.200
C -4.993 -3.077 3.814
O -4.328 -1.933 3.297
C -3.006 -2.235 2.897
N -7.084 -3.850 4.779
H -7.509 -1.366 5.487
H -6.059 -0.619 4.695
H -5.895 -1.718 6.067
H -6.974 -2.361 3.315
H -5.036 -3.887 3.077
H -4.429 -3.432 4.683
H -2.528 -1.316 2.557
H -3.030 -2.932 2.057
H -2.320 -2.531 3.698
H -7.854 -3.607 5.384
H -7.435 -4.443 4.039
C 0.702 -3.661 -4.089
C -0.747 -3.766 -4.501
C -1.384 -2.391 -4.762
O -2.664 -2.584 -5.381
C -3.343 -1.358 -5.483
N -0.753 -4.526 -5.756
H 1.241 -4.604 -4.180
H 0.839 -3.429 -3.029
H 1.236 -2.852 -4.597
H -1.370 -4.291 -3.775
H -0.763 -1.836 -5.478
H -1.656 -1.812 -3.876
H -2.789 -0.689 -6.156
H -3.429 -0.793 -4.546
H -4.341 -1.550 -5.869
H -0.077 -4.150 -6.428
H -1.641 -4.426 -6.238
C -3.588 6.143 4.567
C -2.163 5.975 4.057
C -1.814 4.540 3.717
O -0.407 4.389 3.705
C 0.000 3.148 3.200
N -1.933 6.932 2.942
H -4.301 5.703 3.866
H -3.829 7.199 4.665
H -3.666 5.695 5.560
H -1.462 6.285 4.838
H -2.202 4.277 2.720
H -2.254 3.836 4.435
H -0.277 3.001 2.148
H -0.407 2.275 3.735
H 1.075 3.103 3.382
H -2.194 6.452 2.085
H -0.916 6.973 2.902
C 3.858 -2.347 -1.384
C 2.807 -1.441 -0.751
C 3.111 0.025 -1.027
O 4.459 0.339 -0.745
C 4.868 1.560 -1.282
N 1.489 -1.861 -1.283
H 3.624 -3.412 -1.291
H 4.809 -2.274 -0.856
H 3.928 -2.183 -2.462
H 2.818 -1.572 0.338
H 2.490 0.686 -0.407
H 2.865 0.231 -2.079
H 4.350 2.433 -0.860
H 4.626 1.615 -2.355
H 5.943 1.702 -1.200
H 0.753 -1.149 -1.088
H 1.689 -1.636 -2.260
C -4.976 0.587 -0.860
C -4.965 0.378 0.668
C -5.602 1.570 1.378
O -4.960 2.752 0.962
C -5.578 3.903 1.501
N -5.683 -0.868 0.957
H -4.517 -0.269 -1.346
H -4.371 1.480 -1.042
H -5.995 0.803 -1.184
H -3.917 0.214 0.924
H -5.494 1.403 2.462
H -6.686 1.607 1.197
H -6.657 3.836 1.309
H -5.279 4.771 0.914
H -5.394 4.067 2.563
H -5.291 -1.178 1.853
H -6.668 -0.762 1.187
*
```

Summary:
- HOMO-LUMO gap (Eh) = 0.32159
- DFT total energy (Ha) = -4377.0175
- E_HOMO (eV) = -8.25

Here are the Löwdin charges for atoms 1 to 8, given in e:
1 C -0.05
2 C -0.52
3 C -0.05
4 O -0.08
5 H 0.06
6 H 0.09
7 H 0.07
8 H 0.12

Entry 2:
Density functional theory data (wB97M-V/def2-TZVPD) for a molecular structure, C2H4I2S in a non-equilibrium geometry.

The geometry in ORCA input format:
```
! wB97M-V def2-TZVPD RIJCOSX def2/J DEFGRID3
* xyz 0 1
C 1.706 -0.187 1.418
C -1.185 0.136 -1.254
S 1.531 1.351 0.941
I -2.981 1.161 -0.537
I -1.176 -1.935 -0.577
H 2.278 -0.308 2.379
H 1.267 -0.971 0.874
H -0.297 0.526 -0.882
H -1.143 0.227 -2.361
*
```

Summary:
- HOMO-LUMO gap (Eh) = 0.31204
- DFT total energy (Ha) = -1072.1156
- E_HOMO (eV) = -9.07
- energy above the lowest of the compared OMol25 structures with the same formula, charge and spin (kJ/mol) = 83.5

Here are the natural (NBO) charges for atoms 1 to 8, given in e:
1 C -0.46
2 C -0.66
3 S 0.06
4 I 0.12
5 I 0.10
6 H 0.21
7 H 0.20
8 H 0.21

Entry 3:
Density functional theory data (wB97M-V/def2-TZVPD) for C4H5NO3 in the gas phase in a non-equilibrium geometry.

The geometry in ORCA input format:
```
! wB97M-V def2-TZVPD RIJCOSX def2/J DEFGRID3
* xyz 0 1
C 0.304 0.019 0.492
C -0.696 -0.218 -0.667
C -1.140 1.688 0.386
C 1.536 -0.578 1.082
N -0.558 -0.857 -1.871
O -1.825 2.637 0.686
O -0.079 1.254 1.029
O -1.433 0.897 -0.634
H 1.939 -1.385 0.420
H 1.279 -1.101 2.001
H 2.143 0.317 1.365
H -1.392 -0.887 -2.420
H -0.077 -1.786 -1.869
*
```

Summary:
- HOMO-LUMO gap (Eh) = 0.29855
- DFT total energy (Ha) = -435.8458
- E_HOMO (eV) = -7.62
- energy above the lowest of the compared OMol25 structures with the same formula, charge and spin (kJ/mol) = 196.1

Here are the natural (NBO) charges for atoms 1 to 8, given in e:
1 C 0.15
2 C 0.40
3 C 0.95
4 C -0.67
5 N -0.82
6 O -0.60
7 O -0.45
8 O -0.46

Entry 4:
Density functional theory data (wB97M-V/def2-TZVPD) for 2 unconnected molecules or ions with the total composition C21H18Br2N in a non-equilibrium geometry.

The geometry in ORCA input format:
```
! wB97M-V def2-TZVPD RIJCOSX def2/J DEFGRID3
* xyz 1 1
Br -6.626 1.316 1.643
C -5.035 0.440 2.147
C -5.020 -0.945 2.397
C -3.810 -1.604 2.612
C -2.583 -0.899 2.560
C -1.296 -1.552 2.510
C -0.083 -0.833 2.416
C 1.188 -1.393 2.518
C 2.422 -0.667 2.338
C 3.646 -1.381 2.229
C 4.861 -0.735 2.025
C 4.905 0.671 1.946
Br 6.549 1.552 1.687
C 3.711 1.406 2.044
C 2.489 0.754 2.229
C -2.650 0.520 2.539
C -3.850 1.177 2.296
H -5.958 -1.489 2.384
H -3.814 -2.670 2.834
H -1.269 -2.617 2.246
H -0.147 0.242 2.227
H 1.267 -2.469 2.716
H 3.621 -2.467 2.312
H 5.781 -1.304 1.932
H 3.753 2.492 1.977
H 1.582 1.352 2.315
H -1.755 1.117 2.689
H -3.872 2.256 2.194
C -2.114 -5.610 7.825
C -1.954 -4.722 6.617
C -1.892 -3.334 6.748
C -1.737 -2.535 5.603
N -1.657 -3.045 4.365
C -1.711 -4.378 4.243
C -1.858 -5.243 5.329
H -2.142 -6.661 7.531
H -1.290 -5.492 8.538
H -3.038 -5.400 8.375
H -1.963 -2.849 7.721
H -1.673 -1.444 5.697
H -1.625 -4.789 3.236
H -1.898 -6.312 5.154
*
```

Summary:
- HOMO-LUMO gap (Eh) = 0.23240
- DFT total energy (Ha) = -6013.5356
- E_HOMO (eV) = -11.53
- energy above the lowest of the compared OMol25 structures with the same formula, charge and spin (kJ/mol) = 35.3

Here are the natural (NBO) charges for atoms 1 to 8, given in e:
1 Br 0.15
2 C -0.03
3 C -0.25
4 C -0.12
5 C -0.09
6 C 0.12
7 C -0.35
8 C 0.05

Entry 5:
Density functional theory data (wB97M-V/def2-TZVPD) for 2 unconnected molecules or ions with the total composition C3H10S2.

The geometry in ORCA input format:
```
! wB97M-V def2-TZVPD RIJCOSX def2/J DEFGRID3
* xyz 0 1
C -0.961 -2.474 -0.781
S -2.118 -2.023 -2.084
H -1.212 -2.142 0.220
H 0.004 -2.020 -1.014
H -0.847 -3.558 -0.780
H -3.040 -2.975 -1.892
C 1.754 1.670 0.424
C 0.233 1.575 0.393
S -0.548 1.805 2.016
H 2.219 0.756 0.791
H 2.124 1.829 -0.586
H 2.059 2.496 1.069
H -0.084 0.641 -0.046
H -0.179 2.277 -0.346
H 0.596 2.145 2.617
*
```

Summary:
- HOMO-LUMO gap (Eh) = 0.36209
- DFT total energy (Ha) = -916.6454
- E_HOMO (eV) = -9.03
- energy above the lowest of the compared OMol25 structures with the same formula, charge and spin (kJ/mol) = 48.6

Here are the natural (NBO) charges for atoms 1 to 8, given in e:
1 C -0.74
2 S -0.04
3 H 0.22
4 H 0.22
5 H 0.22
6 H 0.12
7 C -0.61
8 C -0.52

Entry 6:
Density functional theory data (wB97M-V/def2-TZVPD) for 3 unconnected molecules or ions with the total composition C4H10ClN2O2 in a non-equilibrium geometry.

The geometry in ORCA input format:
```
! wB97M-V def2-TZVPD RIJCOSX def2/J DEFGRID3
* xyz -1 1
Cl 0.155 -0.140 -3.795
O -5.349 -1.461 1.722
C -4.663 -1.382 0.751
N -3.338 -1.322 0.878
C -5.291 -1.124 -0.599
H -2.986 -1.507 1.806
H -2.763 -0.956 0.132
H -5.208 -0.051 -0.772
H -6.313 -1.477 -0.735
H -4.630 -1.680 -1.264
O 6.078 1.259 0.910
C 5.074 1.120 0.299
N 4.953 0.177 -0.506
C 3.905 2.074 0.610
H 4.099 0.183 -1.045
H 5.565 -0.626 -0.515
H 3.918 2.974 -0.005
H 3.855 2.344 1.664
H 2.938 1.592 0.462
*
```

Summary:
- HOMO-LUMO gap (Eh) = 0.25372
- DFT total energy (Ha) = -878.6880
- E_HOMO (eV) = -3.92
- energy above the lowest of the compared OMol25 structures with the same formula, charge and spin (kJ/mol) = 205.4

Here are the natural (NBO) charges for atoms 1 to 8, given in e:
1 Cl -1.00
2 O -0.64
3 C 0.67
4 N -0.83
5 C -0.71
6 H 0.40
7 H 0.41
8 H 0.23

Entry 7:
Density functional theory data (wB97M-V/def2-TZVPD) for C11H12N2S in the gas phase.

The geometry in ORCA input format:
```
! wB97M-V def2-TZVPD RIJCOSX def2/J DEFGRID3
* xyz 0 1
C 4.023 -0.708 1.529
C 3.493 0.137 -0.677
C 2.064 0.536 -0.468
C 1.536 1.789 -0.422
C 0.117 1.788 -0.270
C -0.411 0.524 -0.200
C -1.814 0.151 -0.031
C -2.704 0.954 0.694
C -4.037 0.565 0.811
C -4.437 -0.621 0.208
C -2.342 -1.028 -0.590
H 4.779 0.094 1.740
H 3.039 -0.384 1.937
H 4.316 -1.604 2.050
H 4.689 -1.449 -0.256
H 4.140 1.018 -0.487
H 3.636 -0.110 -1.736
H 2.140 2.684 -0.510
H -0.489 2.673 -0.236
H -2.332 1.841 1.177
H -4.748 1.184 1.367
H -5.467 -0.948 0.293
H -1.692 -1.679 -1.206
N 3.859 -1.026 0.111
N -3.620 -1.412 -0.474
S 0.837 -0.673 -0.319
*
```

Summary:
- HOMO-LUMO gap (Eh) = 0.32273
- DFT total energy (Ha) = -934.0497
- E_HOMO (eV) = -8.25
- energy above the lowest of the compared OMol25 structures with the same formula, charge and spin (kJ/mol) = 49.3

Here are the natural (NBO) charges for atoms 1 to 8, given in e:
1 C -0.42
2 C -0.25
3 C -0.20
4 C -0.26
5 C -0.23
6 C -0.22
7 C -0.11
8 C -0.15

Entry 8:
Density functional theory data (wB97M-V/def2-TZVPD) for a molecular structure, C17H17N5O4Se4SrTe.

The geometry in ORCA input format:
```
! wB97M-V def2-TZVPD RIJCOSX def2/J DEFGRID3
* xyz 0 1
Sr 0.650 -1.451 -0.002
O 2.352 2.926 -0.619
C 2.059 1.701 -0.198
O 1.906 0.762 -0.953
C 1.908 1.583 1.287
C 1.911 2.641 2.175
C 1.705 2.341 3.521
C 1.518 1.029 3.917
C 1.542 0.027 2.948
N 1.726 0.326 1.674
C 1.272 -1.452 3.240
O 1.044 -1.791 4.399
O 1.259 -2.200 2.214
H 2.369 2.908 -1.590
H 2.058 3.655 1.833
H 1.682 3.135 4.255
H 1.343 0.770 4.951
H -0.658 -2.271 4.602
Se -1.905 -0.211 1.329
Se -2.128 -1.975 4.650
Se -2.885 -3.424 3.021
Se -2.351 -2.445 0.899
N 0.208 -4.860 2.124
C -0.337 -5.554 1.112
N -1.246 -6.494 1.422
N -0.026 -5.441 -0.173
C 0.742 -4.472 -0.561
N 1.406 -3.623 -1.004
H -0.377 -4.742 2.942
H 0.777 -4.035 1.943
H -1.603 -6.559 2.358
H -1.766 -6.900 0.666
C -1.414 1.870 -1.493
Te -1.728 -0.116 -2.216
C -0.908 0.632 -4.059
C -0.872 2.134 -3.932
C -0.595 2.941 -5.034
C -0.550 4.319 -4.909
C -0.787 4.910 -3.673
C -1.066 4.115 -2.575
C -1.110 2.727 -2.693
H -0.591 1.860 -0.782
H -2.309 2.190 -0.965
H -1.531 0.311 -4.892
H 0.093 0.228 -4.203
H -0.417 2.480 -5.998
H -0.341 4.934 -5.775
H -0.764 5.987 -3.570
H -1.265 4.572 -1.612
*
```

Summary:
- HOMO-LUMO gap (Eh) = 0.23383
- DFT total energy (Ha) = -11137.4518
- E_HOMO (eV) = -7.01
- energy above the lowest of the compared OMol25 structures with the same formula, charge and spin (kJ/mol) = 0.0

Here are the natural (NBO) charges for atoms 1 to 8, given in e:
1 Sr 1.75
2 O -0.65
3 C 0.79
4 O -0.65
5 C 0.04
6 C -0.19
7 C -0.17
8 C -0.17

These records have lowest unoccupied orbital energy values of 0.018; -0.021; 0.018; -0.191; 0.030; 0.110; 0.020; -0.024 hartree, in the order they appear.